Entry 1:
# C40H95Cl10O20P5

A cluster of 10 separate species, C40H95Cl10O20P5 in total (wB97M-V/def2-TZVPD, OMol25).

Geometry as XYZ:
```
170
Properties=species:S:1:pos:R:3:forces:R:3:mulliken_charge:R:1
C -4.136796 -24.677101 -14.608965 -0.183 -0.232 0.945 -1.72
C -4.050261 -23.794796 -15.784335 0.718 0.086 -1.065 0.74
O -5.354566 -23.656127 -16.389635 0.024 0.577 -0.063 0.63
P -6.328087 -22.492947 -16.005150 -0.225 1.424 0.416 0.22
O -5.799478 -21.113944 -15.811485 -0.097 -1.378 -0.437 -0.87
O -7.055729 -23.074746 -14.726557 -1.307 0.337 0.546 -0.21
C -8.176110 -22.273446 -14.175997 0.147 0.680 0.815 -0.27
C -8.712931 -22.895586 -12.866182 0.140 0.073 -1.163 -1.23
O -7.442771 -22.638643 -17.123123 -0.129 0.063 -0.310 -0.12
C -7.125632 -22.244092 -18.481837 -0.947 0.500 -0.477 0.59
C -8.468840 -22.100692 -19.280221 0.274 -0.658 1.325 -1.35
H -4.682950 -24.216005 -13.783221 -0.021 0.026 -0.056 0.33
H -4.665085 -25.572135 -14.912094 -0.012 -0.392 0.140 0.28
H -3.136397 -24.905083 -14.258635 0.176 -0.145 0.033 0.48
H -3.557551 -22.828846 -15.579021 -0.508 -0.246 -0.208 -0.15
H -3.511068 -24.305309 -16.591046 0.307 0.252 0.260 -0.21
H -7.772052 -21.263383 -13.988495 -0.178 -0.376 -0.149 0.38
H -9.000195 -22.189448 -14.899742 0.472 -0.247 -0.046 0.23
H -9.094603 -23.877518 -13.151601 0.199 -0.179 0.566 0.26
H -7.974794 -22.889009 -12.082625 0.582 -0.551 0.065 0.31
H -9.531562 -22.338700 -12.410085 -0.199 0.279 -0.592 0.40
H -6.575349 -21.304350 -18.413177 -0.066 0.113 -0.218 0.49
H -6.470491 -22.989186 -18.926621 -0.056 -0.152 -0.029 -0.26
H -9.013428 -23.060554 -19.189593 0.268 0.386 -0.203 0.19
H -9.119544 -21.343061 -18.825063 0.318 -0.052 -0.051 0.43
H -8.354247 -21.863066 -20.335359 0.322 0.000 0.068 0.21
C 0.014937 -21.348570 -25.050187 0.178 0.340 -0.713 -1.44
C -0.439642 -21.391115 -23.633817 -1.321 -0.759 0.557 0.87
O 0.597567 -21.859957 -22.771039 0.895 -0.150 0.079 -0.29
P 0.344563 -22.406733 -21.308939 -1.229 1.444 -0.935 -0.12
O 1.582564 -22.789212 -20.694040 1.792 -0.967 0.936 -0.84
O -0.408175 -21.238858 -20.537010 -0.376 -0.143 0.365 0.50
C 0.303732 -20.007193 -20.342537 -0.490 0.282 -1.167 -0.52
C -0.574231 -19.029106 -19.619182 0.382 -0.414 0.965 -0.92
O -0.837987 -23.421527 -21.422320 -0.298 -0.568 0.628 1.23
C -0.771974 -24.548455 -22.340497 -0.963 0.640 0.173 0.49
C 0.112464 -25.651897 -21.872525 0.453 0.246 1.222 -1.13
H -0.717080 -20.729014 -25.605866 0.550 -0.098 0.230 0.27
H 1.044029 -20.913190 -25.103177 -0.843 -0.473 -0.285 0.36
H -0.071722 -22.363194 -25.477201 0.621 0.398 0.051 0.31
H -0.795676 -20.422554 -23.270231 -0.004 -0.081 -0.066 0.33
H -1.244877 -22.148556 -23.566833 -0.142 0.799 0.087 -0.48
H 1.271793 -20.170886 -19.879249 0.038 -0.147 0.212 0.25
H 0.451083 -19.595291 -21.342506 0.474 0.009 -0.075 0.44
H -0.799374 -19.406111 -18.613776 -0.162 0.117 -0.120 -0.07
H -0.002900 -18.114699 -19.501892 -0.064 0.310 0.011 0.47
H -1.491786 -18.828788 -20.155886 -0.176 0.009 -0.131 0.22
H -1.814632 -24.856691 -22.403912 0.256 0.016 -0.308 -0.72
H -0.451799 -24.102582 -23.262763 0.196 -0.261 -0.776 0.55
H 0.208560 -26.400703 -22.657227 0.209 -0.035 0.080 0.36
H 1.070859 -25.205475 -21.560912 -0.011 -0.498 -0.429 0.38
H -0.300926 -26.101790 -20.950584 0.059 -0.007 -0.466 0.00
C 2.961124 -21.428223 -16.880954 -1.247 1.714 0.204 -1.55
C 1.568774 -21.946059 -17.177648 0.257 -1.143 0.935 0.84
O 1.048759 -22.591548 -15.948804 -0.514 0.540 -0.152 -0.33
P -0.501457 -22.979292 -15.880536 0.532 -1.308 0.554 0.03
O -0.868373 -23.769536 -14.681186 0.370 0.811 -0.754 -0.85
O -1.363881 -21.668099 -16.125934 0.521 0.526 0.730 0.13
C -1.536295 -20.709875 -14.982520 -1.636 -1.028 -0.499 -0.49
C -2.589992 -19.712889 -15.441780 0.333 -0.029 -0.678 -0.72
O -0.690474 -23.753999 -17.255523 -0.211 0.595 0.354 1.06
C -0.733131 -25.175261 -17.380798 -0.813 -0.562 0.945 0.17
C 0.589933 -25.761910 -17.792010 0.244 0.241 -0.012 -1.52
H 3.730686 -22.152097 -16.650046 -0.111 -0.349 -0.361 0.35
H 3.151706 -20.808012 -17.758272 0.788 -0.191 -0.072 0.37
H 2.909762 -20.723195 -16.045295 0.079 -0.075 0.043 0.39
H 0.820944 -21.208428 -17.514391 0.592 -0.049 0.106 -0.07
H 1.708292 -22.715042 -17.927545 -0.576 -0.178 -0.314 -0.09
H -1.912249 -21.282348 -14.129670 0.206 -0.108 -0.111 0.30
H -0.614884 -20.252822 -14.688343 0.768 0.174 -0.279 0.54
H -3.630240 -20.059570 -15.369955 0.373 0.078 0.426 0.11
H -2.407703 -18.739626 -14.988094 -0.349 -0.059 0.275 0.43
H -2.437676 -19.563884 -16.509444 0.126 0.141 -0.185 0.00
H -1.286130 -25.676012 -16.540364 1.075 0.646 -0.127 0.37
H -1.423813 -25.282722 -18.163200 -0.872 -0.397 -1.476 -0.27
H 0.968505 -25.160070 -18.588012 -0.027 0.463 -1.126 0.21
H 1.377417 -25.571639 -17.070134 -0.065 -0.797 0.655 0.40
H 0.511568 -26.790702 -18.193347 0.108 0.404 0.707 0.33
C -6.185098 -19.305282 -22.892689 -1.407 -0.363 0.605 -0.84
C -4.755238 -19.251139 -23.196821 1.348 0.755 -0.080 0.53
O -4.722819 -18.458021 -24.387633 0.079 1.164 -0.796 -0.33
P -4.057632 -19.033653 -25.683447 2.921 0.806 -0.298 0.58
O -2.601337 -19.203865 -25.601426 -0.040 -0.241 0.148 -0.73
O -4.855708 -20.304761 -25.961567 -1.434 -2.526 -0.344 0.11
C -4.466823 -21.492841 -26.772848 -0.530 1.662 0.308 -0.54
C -5.126560 -22.682403 -26.193010 -0.589 -0.792 0.151 -0.37
O -4.380550 -18.057548 -26.878371 0.701 0.523 0.191 -0.27
C -5.711689 -17.751174 -27.188940 -1.024 -1.419 0.533 0.08
C -5.893045 -17.006988 -28.446589 -0.088 0.387 -1.358 -1.39
H -6.428062 -20.014137 -22.100241 -0.050 -0.187 -0.076 -0.04
H -6.575002 -18.331904 -22.571255 0.165 -0.113 -0.203 0.38
H -6.656407 -19.575929 -23.847111 -0.330 -0.149 0.510 0.24
H -4.109365 -18.772866 -22.453135 -0.313 0.227 0.021 0.32
H -4.259520 -20.174255 -23.410888 -0.110 -1.076 0.012 -0.21
H -4.845576 -21.280278 -27.765757 0.230 0.048 -0.301 0.33
H -3.392681 -21.554710 -26.746149 0.424 -0.004 -0.111 0.31
H -4.765081 -22.814714 -25.172872 0.007 -0.296 -0.036 -0.22
H -6.233418 -22.588142 -26.175732 0.628 -0.005 -0.140 0.23
H -4.856181 -23.553098 -26.825604 -0.196 0.306 0.485 0.42
H -6.257369 -18.700074 -27.167135 -0.273 0.045 -0.323 0.24
H -6.132940 -17.179613 -26.386571 -0.180 0.577 0.597 0.24
H -5.773792 -17.521070 -29.418334 -0.080 -0.313 0.719 0.31
H -6.902734 -16.598776 -28.399831 0.017 0.163 -0.274 0.36
H -5.181932 -16.200669 -28.491287 0.179 0.621 0.117 0.34
C -3.172979 -26.818552 -20.423636 0.137 -1.180 1.051 -0.72
C -4.277875 -25.892258 -20.786850 -1.621 -0.555 -1.722 0.97
O -3.845725 -25.007775 -21.808266 0.677 1.421 0.015 -0.65
P -4.560768 -23.610913 -22.110789 0.947 0.185 -1.030 0.12
O -3.738908 -22.870559 -23.104858 -0.744 -0.351 0.827 -0.76
O -4.923625 -22.794405 -20.795757 1.656 0.082 0.582 0.60
C -3.829731 -21.878850 -20.175346 -1.512 0.217 -1.250 -0.92
C -3.228699 -22.345400 -18.912024 -0.048 -0.741 0.914 1.34
O -5.963963 -24.151868 -22.581004 -1.302 1.192 -0.181 0.09
C -7.014103 -23.105062 -22.969518 1.383 -0.950 0.012 1.64
C -7.998506 -23.821068 -23.861917 -0.673 0.458 0.581 -1.01
H -2.432149 -26.367452 -19.769830 0.168 0.261 -0.076 -0.60
H -3.556678 -27.706952 -19.866412 -0.017 0.691 -0.353 0.65
H -2.667753 -27.234928 -21.304769 -0.181 0.333 0.010 0.31
H -5.100921 -26.416035 -21.287230 0.077 -0.580 0.352 -0.87
H -4.819012 -25.324353 -20.063810 0.296 0.264 1.392 0.06
H -3.053739 -21.702467 -20.924220 -0.315 -0.165 -0.137 0.03
H -4.417194 -20.976657 -20.008812 0.169 0.133 -0.165 0.45
H -2.351512 -21.705243 -18.757957 -0.062 -0.291 0.123 -0.19
H -3.879630 -22.267924 -18.018467 0.227 0.017 -0.630 -0.13
H -2.897032 -23.385809 -19.013055 0.195 0.192 0.111 -0.71
H -7.390606 -22.673117 -22.022017 0.032 -0.356 -0.700 -0.93
H -6.455628 -22.367188 -23.558744 -0.222 0.128 0.315 -0.20
H -7.519195 -24.254588 -24.727139 0.244 0.135 -0.333 0.19
H -8.491648 -24.625552 -23.336262 -0.105 -0.314 0.381 -0.05
H -8.813378 -23.143066 -24.168283 0.471 -0.126 -0.060 0.32
Cl 0.186198 -31.470677 -21.886376 -0.211 -0.666 -0.011 -0.19
C -0.354475 -29.936068 -21.239883 0.610 1.732 -0.706 -0.35
C -1.486475 -29.910276 -20.276360 0.266 -0.256 1.056 0.15
Cl -3.035018 -30.372639 -20.931330 -0.738 -0.211 -0.509 -0.15
H -0.609449 -29.287420 -22.102016 0.254 -0.353 0.402 0.20
H 0.521854 -29.501091 -20.733775 -0.323 -0.050 -0.190 0.28
H -1.582149 -28.912703 -19.843387 0.060 0.044 -0.260 -0.28
H -1.299296 -30.573498 -19.444879 0.110 -0.277 0.222 0.45
Cl -5.865367 -27.348735 -17.096891 -1.214 0.403 0.077 -0.16
C -7.637241 -27.105226 -16.689656 -0.973 1.168 -0.126 -0.57
C -8.071774 -25.574614 -16.456239 1.546 -1.866 -0.300 1.01
Cl -9.783040 -25.560236 -15.945862 0.423 0.111 -0.172 -0.24
H -7.845554 -27.708515 -15.806802 0.233 0.239 0.079 0.48
H -8.300276 -27.502198 -17.484136 0.830 0.139 0.121 0.16
H -7.902600 -24.981188 -17.348098 -0.515 -0.210 -0.254 -0.36
H -7.427670 -25.106066 -15.720901 -0.349 -0.218 0.470 -0.24
Cl -8.075280 -25.827320 -20.270832 -0.152 0.320 0.085 0.19
C -9.063519 -27.244068 -20.703270 1.009 -0.480 0.264 -0.66
C -10.525482 -27.056607 -20.783134 -0.746 0.677 0.400 -0.51
Cl -10.991738 -25.789048 -22.002967 0.177 -0.626 0.357 -0.17
H -8.779341 -28.017489 -19.971177 -0.364 0.185 -0.326 0.42
H -8.727557 -27.549424 -21.668050 0.505 -0.340 -0.628 0.07
H -10.922785 -26.723118 -19.823194 -0.207 -0.069 -0.188 0.33
H -10.950996 -28.022338 -21.074460 -0.171 0.353 -0.024 0.38
Cl -7.295306 -27.863050 -24.836897 -0.298 0.099 -0.527 -0.20
C -6.143224 -27.403306 -23.572298 0.031 1.033 -0.527 0.61
C -5.501763 -28.627896 -23.045214 0.732 -1.245 0.013 0.73
Cl -6.606983 -29.594894 -22.056069 -0.611 -0.414 0.300 -0.19
H -6.729591 -26.813980 -22.859739 0.351 -0.327 0.204 -0.57
H -5.377990 -26.716801 -23.984900 -0.417 -0.420 -0.015 0.14
H -4.737588 -28.373411 -22.326092 0.573 0.122 -0.194 -0.80
H -5.116788 -29.343407 -23.833149 -0.297 1.199 0.791 0.44
Cl -8.305271 -25.247412 -27.428674 -0.409 0.241 0.306 -0.17
C -9.637115 -25.908930 -26.429049 0.009 -1.206 0.206 -0.15
C -11.015030 -25.352716 -26.669426 0.291 0.408 -0.131 -0.46
Cl -11.152407 -23.699563 -25.894073 -0.203 -0.801 -0.478 -0.20
H -9.382632 -25.882948 -25.367424 0.207 0.321 -0.224 -0.02
H -9.665817 -26.976043 -26.689819 -0.017 0.242 -0.011 0.41
H -11.749064 -26.045617 -26.213606 0.294 0.662 -0.174 0.29
H -11.179904 -25.261114 -27.753271 -0.228 0.181 0.506 0.36
```
Forces are in eV/Å.

Results
frontier orbital gap	10.5118	eV
energy relative to the best compared isomer or geometry (same formula, charge and spin)	0.0	kcal per mole
SMILES string	CCOP(=O)(OCC)OCC.CCOP(=O)(OCC)OCC.CCOP(=O)(OCC)OCC.CCOP(=O)(OCC)OCC.CCOP(=O)(OCC)OCC.ClCCCl.ClCCCl.ClCCCl.ClCCCl.ClCCCl
E_HOMO	-10.21	eV
E_tot	-9395.141806	a.u.


Entry 2:
# C21H15FN2O2

A cluster of 2 separate species, C21H15FN2O2 in total (wB97M-V/def2-TZVPD, OMol25).

Geometry as XYZ:
```
41
Properties=species:S:1:pos:R:3:forces:R:3:mulliken_charge:R:1
C -0.590115 -0.293119 -1.878572 -1.954 0.584 2.241 -0.69
C 0.466536 -0.333552 -2.683400 4.415 -0.532 -3.350 0.10
N 1.408268 -0.403484 -3.400154 -1.693 0.316 1.465 -0.64
C -1.194081 -1.410147 -1.261321 0.138 0.063 -0.189 1.03
C -2.344577 -1.242030 -0.466536 0.214 -0.021 -0.019 -0.59
C -2.945065 -2.320203 0.122557 -0.429 -0.155 0.344 -0.45
C -2.420371 -3.591408 -0.053878 -0.065 0.113 0.036 -0.11
N -3.069210 -4.725213 0.573116 -0.592 -1.020 0.566 0.96
O -2.567841 -5.847236 0.428460 -0.433 1.218 0.087 -0.62
O -4.100222 -4.524694 1.230111 1.097 -0.112 -0.693 -0.62
C -1.285594 -3.780318 -0.827742 0.155 -0.517 -0.006 -0.48
C -0.678708 -2.710621 -1.427451 -0.066 0.012 0.096 -0.57
H -1.019231 0.675386 -1.696980 -0.226 0.299 0.021 0.40
H -2.753442 -0.254199 -0.336532 -0.100 0.185 0.023 0.41
H -3.832740 -2.209502 0.724066 -0.082 0.043 0.057 0.48
H -0.901782 -4.782258 -0.941751 0.049 -0.050 -0.047 0.48
H 0.199536 -2.848719 -2.035726 0.142 -0.068 -0.109 0.42
F 1.375231 5.057753 -1.962731 0.374 -0.626 0.205 -0.31
C 2.020543 3.908059 -1.646233 -0.051 -0.518 0.315 -0.14
C 3.189852 3.561494 -2.305776 -0.040 0.491 -0.341 -0.30
C 3.846318 2.389766 -1.989779 0.017 0.117 -0.058 -0.64
C 3.339327 1.558025 -1.023941 -0.264 -0.434 0.309 -0.74
C 2.147450 1.866150 -0.330546 0.275 0.279 -0.255 1.28
C 1.709442 0.931049 0.643795 -0.483 -0.089 -0.570 -0.78
C 0.608801 0.880069 1.538506 -0.261 0.097 0.239 1.30
C 0.545052 -0.232104 2.406587 0.256 0.115 -0.335 -0.70
C -0.466475 -0.373510 3.320706 -0.086 -0.162 0.211 -0.70
C -1.458767 0.584111 3.407999 -0.049 -0.134 0.179 -0.34
C -1.433257 1.685102 2.571477 -0.037 0.173 -0.087 -1.13
C -0.423812 1.836304 1.652644 0.146 -0.020 -0.096 0.05
C 1.512632 3.076727 -0.673512 -0.325 0.567 -0.092 -0.41
H 3.569689 4.218270 -3.065305 0.125 0.193 -0.232 0.45
H 4.756748 2.126656 -2.503026 0.062 -0.011 -0.083 0.40
H 3.860218 0.647865 -0.780590 0.062 -0.205 0.024 0.38
H 2.362087 0.076690 0.726612 0.171 -0.203 0.019 0.19
H 1.321867 -0.975391 2.350873 0.158 -0.183 -0.042 0.39
H -0.481715 -1.227816 3.976421 -0.011 -0.150 0.075 0.43
H -2.247012 0.472803 4.130935 -0.194 -0.020 0.147 0.42
H -2.208822 2.430120 2.647065 -0.081 0.115 -0.038 0.41
H -0.437204 2.702088 1.023747 -0.070 0.146 -0.093 0.34
H 0.620446 3.401034 -0.184195 -0.263 0.102 0.078 0.62
```
Forces are in eV/Å.

Results
frontier orbital gap	3.4357	eV
energy relative to the best compared isomer or geometry (same formula, charge and spin)	41.4	kcal per mole
E_HOMO	-6.57	eV
E_tot	-1168.886704	a.u.


Among the records above, which one has the lowest energy relative to the best compared isomer or geometry (same formula, charge and spin)?
C40H95Cl10O20P5


Among the records above, which one has the highest E_tot?
C21H15FN2O2


The lowest frontier orbital gap belongs to which entry?
C21H15FN2O2


Which formula does entry 2 have?
C21H15FN2O2